# C36H98CdN8O13

A structure of composition C36H98CdN8O13 at a distorted geometry (ωB97M-V/def2-TZVPD, the Open Molecules 2025 dataset).

```
156
Properties=species:S:1:pos:R:3:forces:R:3:mulliken_charge:R:1
Cd 0.15186 0.32829 0.04337 2.80 -0.07 1.30 2.7190
O -0.17389 -0.48289 -1.68705 -0.51 -2.28 -4.62 -0.1232
H 0.10319 -1.21880 -2.26687 -0.39 0.85 0.33 -0.4790
O -1.13334 1.58413 0.81709 -2.92 2.65 2.39 0.3533
H -1.55452 2.04589 1.56803 0.75 -0.95 -0.32 -0.9532
C -3.45182 1.30801 -2.08534 0.20 0.05 -1.49 -0.7807
C -4.28809 1.58332 -0.87552 0.97 0.32 1.03 0.1622
C -4.61413 0.33946 -0.09123 -1.45 -1.49 0.06 -0.0646
O -5.41822 -0.60033 -0.88503 0.12 -0.18 0.70 -0.4570
C -5.66773 -1.86473 -0.24075 0.63 -0.27 -0.69 -0.4501
N -3.58370 2.49702 0.06533 -1.43 0.37 -0.48 -0.4442
H -3.12172 2.19914 -2.61922 -0.55 0.60 0.10 0.6992
H -4.04894 0.76391 -2.81712 0.20 -0.37 -0.11 0.3813
H -2.47533 0.84403 -1.94648 -0.20 -0.71 0.64 -0.6380
H -5.23798 2.04098 -1.15184 -0.02 0.07 -0.14 0.3918
H -5.22940 0.59808 0.77055 0.06 0.23 0.22 0.7447
H -3.74578 -0.20149 0.28486 0.43 0.12 -0.12 -0.4534
H -4.76852 -2.48078 -0.23916 0.50 0.18 0.25 -0.0634
H -6.34236 -2.48437 -0.83153 -0.33 0.60 -0.35 0.2679
H -6.06399 -1.89096 0.77434 -0.05 0.84 0.18 0.3452
H -3.35936 3.31291 -0.48611 -0.11 0.44 -0.01 0.3853
H -2.67176 2.13018 0.29749 0.32 -0.67 -0.23 0.3387
C 1.16953 1.75362 -5.50247 1.68 -0.77 -1.83 -1.5651
C -0.20760 1.98709 -5.06197 -0.70 -0.15 1.03 0.0836
C -1.20882 0.94855 -5.62426 0.25 1.67 -0.77 -0.2266
O -2.48618 1.56127 -5.60817 1.24 0.17 0.64 -0.3109
C -3.53411 0.76456 -6.01433 -0.97 0.19 0.00 -0.5882
N -0.12121 1.95115 -3.60921 -0.47 0.07 0.32 -0.2550
H 1.89745 2.42980 -5.05413 -0.19 -0.03 0.11 0.2744
H 1.24908 1.84110 -6.58604 0.03 0.33 -0.22 0.5073
H 1.50378 0.72593 -5.36026 0.03 -0.20 0.55 0.2912
H -0.44994 3.00730 -5.35951 -0.62 -0.12 -0.16 0.4364
H -1.16273 -0.00528 -5.09872 -0.09 -0.07 0.34 0.0144
H -0.95570 0.78627 -6.67197 0.13 -0.36 -0.30 0.4806
H -4.32960 1.49916 -6.13952 -0.46 -0.48 -0.10 0.2613
H -3.80795 0.02816 -5.25880 -0.10 -0.15 0.18 0.0882
H -3.37934 0.23550 -6.95467 0.27 0.03 -0.27 0.3351
H -1.01026 2.12140 -3.16121 -0.37 0.26 -0.10 -0.1139
H 0.04929 0.98549 -3.36726 0.21 -0.47 0.45 -0.4030
C 1.54611 0.34574 3.69937 0.15 1.70 2.19 -1.4936
C 2.47124 0.69148 2.54964 -0.57 -0.46 -0.02 0.7403
C 3.92756 0.17188 2.74662 0.67 0.03 -0.66 -1.1545
O 4.55901 -0.00736 1.48462 -0.34 -0.24 -1.95 -0.1126
C 5.77525 -0.76883 1.43599 -1.03 0.79 1.27 -0.9500
N 1.85248 0.01600 1.44071 1.59 -0.74 -0.13 1.6648
H 1.38847 -0.67295 4.05365 0.97 -0.40 -0.66 0.2106
H 0.50626 0.65903 3.60630 0.10 0.60 -0.63 0.0169
H 1.93008 0.88904 4.56278 -0.20 0.03 0.48 0.6231
H 2.46001 1.72952 2.21733 0.24 0.43 0.99 0.1754
H 3.91960 -0.81094 3.21789 -0.11 0.02 0.64 0.4767
H 4.60892 0.88970 3.20332 -0.47 0.03 1.10 0.3759
H 6.40279 -0.30501 2.19702 0.68 -0.29 -0.12 0.3655
H 6.23526 -0.74161 0.44819 -0.30 0.34 0.07 0.2150
H 5.58074 -1.80557 1.71063 0.02 -0.22 0.07 0.3155
H 1.60346 -0.86754 1.86196 0.06 -0.53 -0.72 -0.5009
H 2.67998 -0.15336 0.88694 -0.22 -0.72 -1.24 -0.4736
C 3.36553 1.54811 -1.67209 -0.19 1.61 1.04 -0.9520
C 2.45444 2.52656 -0.84092 1.16 -0.69 -0.90 0.2070
C 2.53569 4.04257 -1.24970 1.29 -2.45 0.64 -0.1449
O 3.92693 4.39508 -1.09079 -1.63 0.58 0.11 -0.3000
C 4.18816 5.67079 -1.62828 1.55 -0.66 -1.12 -0.8625
N 1.10610 1.99641 -0.93184 0.49 2.62 -0.64 0.4935
H 4.32707 2.05890 -1.72334 0.27 -0.43 -0.18 0.6216
H 2.99191 1.34363 -2.67544 -0.16 0.08 0.04 0.0999
H 3.43260 0.63343 -1.08306 0.12 -0.09 -0.28 -0.4283
H 2.82245 2.42595 0.18013 -0.08 0.23 0.22 -0.1640
H 1.88776 4.60085 -0.57397 -0.03 0.23 -0.38 -0.1880
H 2.25029 4.05678 -2.30158 -0.20 0.61 -0.14 0.5273
H 3.89894 6.57160 -1.08700 -0.33 -0.29 0.41 0.2586
H 3.85853 5.72377 -2.66589 -0.66 0.16 -0.08 0.3573
H 5.26780 5.64151 -1.77532 0.24 0.55 0.41 0.3036
H 0.54229 2.78467 -0.64749 -0.74 0.22 0.79 0.0476
H 0.86498 2.04090 -1.91163 0.11 -0.55 -0.73 0.3391
C 0.62298 6.16040 1.22225 -0.69 0.69 0.53 -1.7364
C 0.26151 4.75446 1.59041 2.07 -0.39 1.03 1.2421
C -0.39463 4.59552 2.99664 -0.15 -0.02 -0.66 -0.5373
O 0.09154 5.41729 4.02816 -0.41 0.50 0.14 -0.5094
C 1.28454 4.95401 4.60887 -0.21 0.31 -0.15 -0.5882
N -0.49149 4.22214 0.51461 -0.93 0.80 -0.43 -0.3489
H 1.39417 6.59821 1.85604 -0.02 -0.01 -0.06 0.1812
H -0.30496 6.70890 1.38402 0.04 0.70 -0.26 0.4979
H 0.89748 6.18496 0.16766 0.03 0.21 0.15 0.5143
H 1.22728 4.25010 1.55872 0.22 -0.64 0.50 -0.3419
H -0.36523 3.54443 3.28378 0.28 -0.36 0.13 0.1184
H -1.46101 4.80714 2.91825 -0.15 0.36 -0.21 0.3143
H 1.10576 3.93347 4.94744 0.61 -0.35 -0.22 0.2055
H 1.54076 5.54278 5.48966 -0.30 0.21 -0.05 0.2772
H 2.07628 5.11770 3.87780 0.46 -0.69 0.11 0.2533
H -0.84503 3.29122 0.68337 -0.02 -0.45 -0.07 -0.3844
H -1.26361 4.87081 0.45830 -0.65 -0.14 -0.64 0.4368
C -2.89259 -3.10804 -3.69982 0.37 -0.60 0.00 -1.5804
C -2.69418 -3.41503 -2.18230 0.82 0.47 -0.85 0.1327
C -1.51869 -4.38093 -1.87932 0.46 1.65 0.26 0.0736
O -1.82503 -5.63956 -2.24338 -1.12 -2.61 -0.82 -0.3778
C -0.84700 -6.66793 -2.11789 -0.41 1.13 -0.15 -0.7639
N -2.41273 -2.16472 -1.47867 -0.72 -0.76 0.84 0.4638
H -2.04504 -2.54149 -4.08554 0.24 0.18 0.25 0.2453
H -3.77242 -2.50598 -3.92681 -0.15 0.00 0.41 0.3401
H -2.93367 -3.97987 -4.35275 -0.17 -0.35 0.24 0.4334
H -3.56909 -3.91677 -1.76892 -0.22 0.20 0.02 0.3833
H -1.28443 -4.35067 -0.81522 -0.10 0.30 0.52 -0.0745
H -0.60116 -4.08022 -2.38509 0.35 0.54 -0.32 0.2639
H 0.05168 -6.39246 -2.66979 0.07 -0.17 -0.46 0.3085
H -1.35476 -7.54610 -2.51676 0.48 -0.09 0.16 0.2632
H -0.49955 -6.79534 -1.09263 -0.34 -0.18 0.35 0.2806
H -3.16753 -1.49893 -1.56296 -0.29 -0.01 -0.14 -0.1634
H -1.58707 -1.67919 -1.79906 0.28 0.18 -0.18 -0.5728
C -2.21159 -2.52695 2.45390 -1.49 -1.21 0.62 -1.7666
C -0.86329 -1.87182 2.32702 -0.15 -3.06 -0.09 1.0840
C 0.18323 -3.08185 2.38077 -0.75 2.09 0.54 -1.2988
O 1.49793 -2.57614 2.40121 -0.76 -0.48 -0.36 -0.2907
C 2.43678 -3.60260 2.43520 1.32 0.76 0.34 -0.7636
N -0.96974 -1.19582 1.03533 -0.25 -1.11 1.92 0.5400
H -2.99524 -1.76995 2.48452 -0.12 0.09 -0.15 0.4538
H -2.41620 -3.16310 3.31504 0.46 0.10 0.42 0.4153
H -2.43276 -3.21096 1.63456 0.07 0.23 -0.45 0.2881
H -0.84338 -1.22203 3.20194 1.00 0.39 -0.31 -0.1528
H 0.09458 -3.80976 1.57430 -0.43 0.15 -0.42 0.2393
H -0.00729 -3.61460 3.31243 -0.07 -0.15 0.24 0.5810
H 2.45505 -4.26986 1.57349 -0.53 -0.18 -0.10 0.3793
H 2.36831 -4.13958 3.38128 0.04 -0.35 -0.03 0.2789
H 3.37647 -3.05154 2.39752 0.36 -0.34 0.18 0.0253
H -1.80492 -0.65936 1.22182 -0.16 0.83 -0.62 -0.6563
H -1.29550 -1.87978 0.36737 -0.14 -0.36 -0.58 -0.4419
C 3.65177 -1.66048 -2.98367 0.81 -0.33 1.09 -1.3958
C 3.16205 -2.66364 -1.90065 -1.01 0.35 -0.71 0.4432
C 4.29972 -3.21574 -1.04573 -0.16 -0.36 -0.67 0.1189
O 5.08660 -4.02827 -1.89057 0.31 -0.09 -0.25 -0.4241
C 6.31550 -4.45390 -1.34028 -0.12 0.79 -0.14 -0.7357
N 2.19050 -2.03653 -1.03836 0.67 0.65 1.21 0.7361
H 4.30669 -2.17911 -3.68381 -0.33 0.03 -0.27 0.4713
H 4.28309 -0.91667 -2.49757 0.13 0.03 0.18 0.2535
H 2.88477 -1.05019 -3.46049 -0.32 -0.55 -0.13 0.1906
H 2.59692 -3.45546 -2.39233 0.73 -0.70 -0.44 0.4038
H 3.99626 -3.84338 -0.20783 -0.69 -0.08 0.19 0.4511
H 4.80367 -2.37093 -0.57624 0.56 0.21 -0.28 -0.3777
H 6.20204 -5.05092 -0.43541 -0.17 -0.21 0.10 0.2722
H 6.88077 -3.55653 -1.08871 0.40 0.02 0.18 0.3022
H 6.86908 -5.00776 -2.09849 -0.20 -0.05 0.05 0.2653
H 1.91472 -2.66439 -0.29686 -0.30 0.00 0.03 -0.3038
H 1.38303 -1.63096 -1.48960 0.25 -0.01 0.16 -0.9297
C -4.26304 -2.95082 6.44833 0.25 -0.41 -0.13 -1.4939
C -3.17582 -1.97575 5.89463 -0.87 -1.19 1.05 0.3938
O -3.88836 -0.89181 5.29926 0.25 0.72 -0.52 -0.2942
C -3.22685 0.15874 4.81657 2.69 1.96 -1.09 0.7675
O -1.98891 0.42178 4.89077 -4.15 -1.35 -0.06 -0.6142
O -4.12636 0.95480 4.13861 0.15 -2.43 1.64 -0.3505
C -3.64560 2.05098 3.43155 1.47 1.01 -0.75 0.3308
H -4.97132 -3.40750 5.75704 -0.04 0.87 -0.75 0.3566
H -4.85798 -2.52050 7.25392 0.21 0.20 -0.04 0.3654
H -3.85272 -3.89412 6.80876 0.76 0.31 0.49 0.4161
H -2.50888 -2.48487 5.19887 -0.19 0.28 -0.20 -0.1507
H -2.56698 -1.63561 6.73232 -0.02 0.25 -0.08 0.3379
H -4.37019 2.41128 2.70132 -0.28 -0.18 0.45 0.2906
H -2.77504 1.77539 2.83634 0.00 -0.24 0.10 -0.5723
H -3.29422 2.83599 4.10117 -0.28 0.14 0.09 0.4090
```
Positions in Å, forces in eV/Å.

Results
Maximum force   5.18 eV/Å
DFT total energy   -82017.02292 eV